13
Properties=species:S:1:pos:R:3:forces:R:3 method="wB97M-V/def2-TZVPD" e_lumo_ev="0.60 / 0.60" fmax_ev_per_a=3.9 gap_ev="8.7 / 8.7" de_lowest_ev=4.853
C -1.55299 1.40193 0.02997 2.3211 -1.5212 -1.2624
C -0.35528 1.90313 0.02435 2.5544 -2.7174 -0.7746
C 0.39868 -1.76600 0.26150 2.2156 0.0839 1.2175
N 0.66530 -0.84843 -0.81300 2.9529 -0.9749 1.1640
O 2.30996 0.35433 0.69148 1.0139 -0.3280 1.5949
S 1.57394 0.54013 -0.51999 -3.4895 1.4052 -1.0260
H -2.40474 1.93672 0.11450 -2.7233 1.8115 0.6862
H -1.67559 0.40797 -0.36826 -0.1713 -0.6317 0.2937
H 0.09005 2.82387 0.17069 0.2739 1.8988 0.5808
H 0.66174 -1.22992 1.17309 -0.2319 -0.4576 0.3667
H -0.54084 -2.16827 0.31796 -3.1225 0.1731 -0.1071
H 0.89503 -2.74958 0.28246 1.1316 0.6615 -0.5800
H -0.06526 -0.60587 -1.36474 -2.7248 0.5968 -2.1538

=====

13
Properties=species:S:1:pos:R:3:forces:R:3 method="wB97M-V/def2-TZVPD" e_lumo_ev=0.82 fmax_ev_per_a=3.7 gap_ev=9.7 de_lowest_ev=2.550
C 0.83800 0.79431 -0.02752 -0.2534 0.5382 3.1083
C -0.52456 1.43714 -0.29194 -0.3813 -0.9842 3.1200
C 0.23856 -0.54886 0.30550 0.4764 -1.5958 -0.3513
N 0.84508 -1.81755 -0.07492 -0.0211 1.4778 2.8183
O -2.35503 -0.57296 0.64390 -0.6451 0.5560 0.2362
S -1.39090 -0.17930 -0.40624 0.4612 -0.7922 -0.4482
H 1.37587 0.81795 -0.89190 1.6019 -0.2093 -2.4713
H 1.54124 1.16052 0.79551 -1.2279 -0.1263 -1.0383
H -1.04284 2.01532 0.45244 0.2485 0.3814 0.5806
H -0.60893 1.88146 -1.18587 -0.2660 1.8830 -3.2230
H 0.00620 -0.60573 1.35869 -0.1228 0.1366 0.4066
H 0.24252 -2.49848 0.35867 0.1353 -0.6773 -0.2800
H 0.83481 -1.88383 -1.03630 -0.0056 -0.5879 -2.4579

=====

13
Properties=species:S:1:pos:R:3:forces:R:3 method="wB97M-V/def2-TZVPD" e_lumo_ev=0.01 fmax_ev_per_a=7.4 gap_ev=8.8 de_lowest_ev=5.081
C -0.14902 1.32677 -0.31311 1.2824 -0.0076 -2.1618
C 0.84468 0.23904 -0.05353 2.3731 -1.4538 0.7601
C 0.37061 -1.17055 -0.31221 -2.8034 -0.6693 5.3621
H -1.33582 1.47546 -2.09649 6.1649 0.4427 0.5065
H -1.16925 1.01001 -0.11972 0.0655 0.1801 0.3424
H 0.14159 2.24753 0.18665 -0.3163 0.1057 0.0071
H 1.44407 0.17089 0.91525 -1.7840 0.4237 -0.1617
H 1.76386 0.39845 -0.60257 -0.1053 0.5062 -1.1915
H 0.48440 -1.80607 -1.18052 0.3437 0.2340 -0.0818
H -1.20842 -2.47465 2.54019 0.0120 1.1783 0.0310
N -0.30330 -1.77263 0.69648 1.2730 0.4515 -3.7298
O 0.02550 1.52928 -1.83603 -7.2711 -0.3535 1.0766
S -0.90890 -1.17352 2.17560 0.7654 -1.0381 -0.7592

=====

13
Properties=species:S:1:pos:R:3:forces:R:3 method="wB97M-V/def2-TZVPD" e_lumo_ev=0.47 fmax_ev_per_a=4.9 gap_ev=9.7 de_lowest_ev=5.334
C -0.89444 0.50325 2.11918 0.9129 2.5804 3.4761
C -0.47027 0.03864 0.72544 -0.2963 -0.2451 1.5166
C 0.95216 -0.29786 0.54988 4.7065 -1.1074 -0.0620
H -1.21805 -0.23701 3.16776 1.2753 1.7023 -3.8453
H -1.74340 1.37579 2.16078 2.1754 -2.2742 -0.5024
H 0.24749 1.07375 2.43151 -3.6747 -1.4627 -0.3471
H 1.04755 -0.95084 -0.50584 0.5459 1.2460 3.8342
H 1.50211 -0.81808 1.47798 -1.7633 0.6227 -2.0724
H 2.34138 0.93786 -0.56801 -2.4521 -0.1811 4.2134
H -1.27811 -0.46657 -2.70322 0.7035 -0.0283 1.3890
N -1.23047 -0.02740 -0.27703 0.0154 -0.5169 -1.8051
O 1.83661 0.93426 0.42949 0.6551 -1.1683 -4.0845
S -0.28145 -0.60383 -1.70779 -2.8034 0.8325 -1.7104

=====

13
Properties=species:S:1:pos:R:3:forces:R:3 method="wB97M-V/def2-TZVPD" e_lumo_ev=0.54 fmax_ev_per_a=3.3 gap_ev=9.5 smiles=COC#N.CS de_lowest_ev=2.890
C -2.03324 -1.45698 -0.11553 1.8103 -0.0779 -1.3894
O -2.17000 -0.25461 0.67384 -0.7972 -1.2755 0.2347
C -1.93518 0.94045 0.31771 0.8187 1.0998 0.2532
N -1.66273 2.06928 0.29370 -0.3289 -0.6684 -0.5359
H -1.19771 -2.04334 0.31072 -0.5021 0.3909 -0.0161
H -1.76846 -1.29257 -1.19366 -0.2575 0.4260 1.0169
H -2.92495 -2.04993 -0.11657 -0.6822 0.0938 0.4526
C 2.04297 1.01309 -0.37275 -1.4448 0.3397 2.6351
S 2.41626 -0.58339 0.37814 0.8305 -0.4118 0.6337
H 1.35124 1.53768 0.47423 1.8273 -0.5307 -2.6856
H 1.49937 0.75817 -1.26645 -0.3367 0.4143 -0.2848
H 3.01686 1.43388 -0.60178 -0.4228 0.6896 -0.0179
H 3.36557 -0.07173 1.21840 -0.5146 -0.4898 -0.2964

=====

13
Properties=species:S:1:pos:R:3:forces:R:3 method="wB97M-V/def2-TZVPD" e_lumo_ev="0.89 / -2.46" fmax_ev_per_a=3.8 gap_ev="5.6 / 7.0" multiplicity=3 de_lowest_ev=2.957
C 0.18280 0.82168 0.02686 -1.0469 -0.1137 -3.6336
C -1.17079 1.50295 -0.19541 0.6632 0.3180 -2.7359
C 0.29929 -1.85682 -0.06054 0.4388 2.1561 -1.0877
N -0.37492 -0.51604 -0.29400 2.8180 -0.6587 0.8251
O -3.01524 -0.49202 -0.43997 -0.7136 -0.1480 -0.1258
S -1.91907 -0.06210 0.46353 -2.4005 -0.9427 1.1185
H 0.89738 1.11133 -0.76869 -0.0990 -0.0601 0.6625
H 0.48834 1.00802 0.98671 1.4259 0.0699 2.3933
H -1.44520 2.47894 0.17669 0.0100 -0.1249 0.5167
H -1.42370 1.40487 -1.30442 0.2685 0.4518 1.4539
H -0.56981 -2.48598 -0.11513 0.0462 -0.9852 -0.6167
H 1.10438 -1.92442 -0.89596 -1.5828 -0.4781 1.5038
H 0.72221 -2.03088 0.94013 0.1723 0.5157 -0.2740

=====

13
Properties=species:S:1:pos:R:3:forces:R:3 method="wB97M-V/def2-TZVPD" e_lumo_ev="0.70 / -2.94" fmax_ev_per_a=7.0 gap_ev="5.8 / 6.3" multiplicity=3 de_lowest_ev=2.726
C 0.34367 1.72801 0.83703 -6.8681 0.7383 1.0203
C 0.12909 -1.74345 -0.24255 -1.2094 0.6217 -1.4208
C 0.71325 -0.34294 -0.47278 -0.5880 -0.0236 4.6204
N -0.29213 0.66812 0.22949 1.6748 -3.5481 -1.9360
O 1.57291 1.83245 0.75565 4.6547 0.9069 0.0022
S -1.95629 0.45424 0.17003 0.2185 1.2552 -0.4067
H -0.49789 2.27944 1.32818 1.6422 0.6713 0.1841
H 0.82209 -2.59255 -0.35378 0.2047 0.5761 1.1085
H -0.49475 -1.55883 0.68958 0.9928 -1.4870 -0.9748
H -0.51307 -1.99298 -1.11834 -0.3328 0.3902 0.8206
H 1.63769 -0.25983 0.22614 -1.3276 0.2141 -1.5193
H 0.89815 -0.03294 -1.44307 0.4980 0.4417 -1.8765
H -2.36271 1.56127 -0.60556 0.4402 -0.7566 0.3779

=====

14
Properties=species:S:1:pos:R:3:forces:R:3 method="wB97M-V/def2-TZVPD" e_lumo_ev=0.37 fmax_ev_per_a=3.2 gap_ev=8.7 smiles="CCN1SC1=O.S" de_lowest_ev=4.676
C 1.03456 0.57908 -0.24486 -0.5976 2.4362 -1.5889
C 0.20756 1.77242 0.16629 -1.5272 -1.2251 1.6041
N -1.35757 0.92911 0.44638 2.5612 1.9229 -0.2154
S -1.61112 -0.40683 -0.63328 -0.3311 -1.8447 -1.7153
C -2.60646 0.45969 0.52656 0.3967 0.8734 1.1391
O -3.61618 0.45157 1.13588 -0.2517 0.2999 -0.1997
H 0.60243 -0.16797 0.31730 -0.2424 -2.3424 0.7800
H 2.04499 0.71194 -0.00611 1.5375 0.2973 0.7022
H 1.02200 0.47532 -1.33272 -0.3685 -0.5580 0.2171
H 0.10172 2.53580 -0.58814 -0.5770 0.2062 0.0321
H 0.48881 2.13995 1.17404 -0.5597 -0.0854 -0.7567
S 1.53719 -3.76786 -0.57053 -0.7756 1.3418 2.6470
H 1.11552 -3.06591 0.65449 0.9011 -1.7295 -1.5857
H 1.03655 -2.64631 -1.04531 -0.1659 0.4073 -1.0600

=====

14
Properties=species:S:1:pos:R:3:forces:R:3 method="wB97M-V/def2-TZVPD" e_lumo_ev=-1.72 fmax_ev_per_a=6.8 gap_ev=6.1 de_lowest_ev=6.413
C -1.64544 -0.37382 -0.24516 0.5026 -0.3490 -4.0275
C -0.34371 -1.25985 -0.30791 -1.6690 4.3699 0.1867
C 2.45368 0.87991 0.20707 -1.5863 -4.1698 0.0677
H -2.23694 1.43862 1.14461 3.5986 -1.5897 -4.0647
H -1.81024 -0.47107 -1.39190 -0.8421 0.7676 1.4625
H -2.58300 -0.73833 0.18215 0.6451 0.0030 0.6686
H 0.11384 -0.83505 -1.19384 0.5549 -1.0324 -0.3502
H -0.83514 -2.14868 -0.32006 -0.1294 -3.4134 -0.3902
H 0.24661 1.29021 0.28756 2.5903 -1.1694 1.3837
H 2.70472 1.85964 -0.03113 0.4434 1.7753 -0.2780
N 1.13777 0.73201 0.69656 -0.0422 0.0123 -1.4187
O -1.28172 0.96681 0.02240 -5.0030 1.9340 4.1574
S 0.60281 -0.91290 1.07632 1.7883 0.7893 2.0726
S 3.47675 -0.42751 -0.12667 -0.8510 2.0721 0.5301

=====

14
Properties=species:S:1:pos:R:3:forces:R:3 method="wB97M-V/def2-TZVPD" e_lumo_ev=0.14 fmax_ev_per_a=2.6 gap_ev=9.6 smiles="O=CNCCSS" de_lowest_ev=0.889
O -2.06591 -0.32831 -2.81368 0.0301 -0.0019 0.2162
C -1.27550 -0.52418 -1.90920 -0.5451 -0.1120 -1.2711
N -0.82766 0.44445 -1.09243 1.1945 0.0181 0.6205
C 0.30622 0.23120 -0.12671 -2.3360 0.2317 -1.1864
C -0.25586 -0.59484 1.01483 1.1798 0.3161 0.9969
S 0.96564 -0.50475 2.45624 -0.2211 -0.0783 -0.0699
S 2.72705 0.42425 1.85489 -0.4351 -0.7630 -0.1483
H -0.87478 -1.54439 -1.77588 0.1799 0.1817 0.5145
H -1.03687 1.39471 -1.37355 -0.1016 -0.2578 0.0204
H 1.17308 -0.14672 -0.66154 0.0842 -0.2208 0.3369
H 0.49754 1.23893 0.22842 0.3945 -0.0910 0.1670
H -0.52260 -1.64097 0.85502 0.6075 0.0138 -0.4509
H -1.18483 -0.14768 1.36039 0.1407 0.3757 0.1123
H 2.37448 1.69829 1.98321 -0.1723 0.3875 0.1419

=====

14
Properties=species:S:1:pos:R:3:forces:R:3 method="wB97M-V/def2-TZVPD" e_lumo_ev=0.42 fmax_ev_per_a=5.4 gap_ev=9.2 smiles="C[C@@H](S)C(=O)NS" de_lowest_ev=2.170
C -0.61322 1.86760 0.21711 0.4786 2.5549 -0.0241
C -0.88055 0.50542 -0.24414 4.7594 -2.4254 0.6503
S -0.45632 0.17549 -1.96914 0.8880 1.2142 -0.1809
C 0.32356 -0.49082 0.73297 -2.2886 1.3402 -0.7294
O 0.90264 0.04234 1.64203 -0.0024 -0.4593 -0.4487
N 0.43200 -1.77069 0.29053 -0.8804 -0.2710 0.3738
S 1.32078 -3.06590 1.05983 -0.1068 1.1075 -1.5750
H 0.47877 2.12120 0.19164 -0.7017 -0.6807 0.2542
H -0.93880 2.02309 1.28929 0.0936 0.1051 -1.4069
H -0.98202 2.61384 -0.55617 -0.3635 -0.6568 1.3289
H -1.84047 0.15176 -0.26442 -2.5454 -0.8382 1.1508
H 0.57315 1.06632 -1.83937 -0.2012 -0.6380 -0.6700
H -0.25730 -2.07824 -0.40018 0.4738 0.3267 0.4324
H 1.93780 -3.16142 -0.15001 0.3965 -0.6793 0.8446

=====

14
Properties=species:S:1:pos:R:3:forces:R:3 method="wB97M-V/def2-TZVPD" e_lumo_ev=-0.86 fmax_ev_per_a=6.2 gap_ev=8.1 de_lowest_ev=6.563
C 0.38547 -1.26846 0.98563 -1.8556 -0.9419 1.9928
C -0.20452 0.24918 -0.86707 -2.6138 1.9744 0.0107
C -1.18716 1.09616 -0.08310 0.3882 2.1888 -1.7478
H -0.05275 -2.33041 1.02883 1.5087 1.2582 0.3639
H -0.27020 -0.69547 1.77567 1.0859 -0.7186 -2.1083
H 1.46316 -1.11233 1.39689 -1.7314 -0.5323 -1.4816
H 0.77507 -0.94859 -2.14114 1.4917 -1.7254 1.3790
H -1.95295 0.54768 0.56496 0.1805 0.6720 -1.9062
H -1.32031 2.12361 -0.77594 -1.1682 -3.6013 1.2956
H 1.45622 2.13743 0.91248 -3.9789 -0.6205 0.2628
N 0.11760 -0.92062 -0.43482 2.6786 -1.4739 1.9226
O 1.03910 -1.58773 -1.26120 -1.6268 1.5159 -1.5497
S 0.18881 0.81853 -2.34924 0.4800 0.0660 -1.2218
S -0.43753 1.89103 1.24806 5.1612 1.9386 2.7879